The following is a DFT calculation (ωB97M-V/def2-TZVPD) of a structure of composition C21H25N3O4S at a distorted geometry.

Results
HOMO energy: -8.60 eV
E: -45660.16268 eV
2S+1: 1

Geometry (Å):
C  -5.177  2.954  -4.282
C  -4.287  2.850  -3.168
O  -4.720  2.629  -2.127
N  -2.886  2.845  -3.416
H  -2.518  3.072  -4.349
C  -1.745  2.662  -2.365
C  -1.502  1.193  -1.892
C  -2.332  0.334  -1.786
C  -2.007  -0.976  -1.341
C  -0.803  -1.310  -1.259
C  0.217  -0.685  -1.736
C  0.022  0.688  -2.140
H  0.754  1.654  -2.338
H  1.195  -0.871  -1.670
H  -0.430  -2.309  -0.974
H  -2.945  -1.700  -0.877
H  -3.520  0.757  -1.615
H  -0.907  3.039  -2.902
C  -1.980  3.482  -1.358
C  -0.914  3.043  -0.182
O  0.347  3.677  -0.284
N  -1.239  1.934  0.711
C  -0.396  1.173  1.308
C  0.916  1.405  1.608
C  1.977  0.580  1.948
C  1.194  -0.498  2.628
C  -0.102  -0.632  2.670
C  -0.918  0.031  1.748
H  -1.995  -0.120  1.894
H  -0.590  -1.664  3.027
S  2.331  -1.777  3.390
O  1.634  -2.794  3.877
O  3.079  -1.085  4.447
N  3.352  -1.998  2.270
C  4.624  -2.611  2.637
H  5.278  -2.471  1.710
H  4.980  -2.187  3.447
C  4.193  -4.268  2.657
H  3.843  -4.522  3.404
H  5.324  -4.903  2.499
C  3.358  -4.271  1.368
H  2.796  -5.415  1.483
H  4.196  -4.404  0.488
C  2.711  -2.947  1.383
H  2.792  -2.643  0.240
H  1.577  -3.061  1.518
H  2.782  0.905  2.365
H  1.335  2.609  1.140
H  -2.085  1.771  0.416
H  -2.896  3.134  -0.720
H  -1.879  4.538  -1.528
H  -6.098  2.953  -4.051
H  -4.902  3.994  -4.976
H  -5.032  2.219  -4.947